(1)
The following is a quantum chemistry calculation of a molecular structure, C25H33CrNOP2Si in a non-equilibrium geometry, from OMol25.

XYZ file:
```
64
C25H33CrNOP2Si ωB97M-V/def2-TZVPD
C -1.689 2.911 -3.841
C -1.337 1.676 -3.333
C 0.044 1.298 -3.522
C 1.087 2.342 -3.568
C 0.648 3.680 -3.759
C -0.687 3.877 -4.109
C 2.430 1.907 -3.554
C 2.722 0.563 -3.262
C 1.593 -0.399 -3.271
C 1.820 -1.748 -2.831
C 3.103 -2.221 -2.987
C 4.188 -1.343 -3.178
C 4.039 0.042 -3.090
H -2.759 3.071 -4.036
H 1.404 4.479 -3.839
H -0.998 4.787 -4.618
H 3.231 2.596 -3.555
H 3.225 -3.307 -2.908
H 5.161 -1.782 -3.380
H 4.906 0.729 -3.059
N 0.375 0.001 -3.706
Cr -0.361 -0.132 0.737
C -2.348 0.815 -2.585
H -2.407 -0.185 -3.034
H -3.365 1.236 -2.696
C 0.774 -2.623 -2.166
H -0.106 -2.710 -2.811
H 1.141 -3.664 -2.102
P -1.990 0.678 -0.702
P 0.236 -2.055 -0.423
C 1.511 -2.781 0.659
H 1.070 -2.975 1.645
H 1.977 -3.712 0.308
H 2.256 -1.984 0.767
C -1.244 -3.099 -0.125
H -1.074 -4.179 -0.027
H -1.710 -2.761 0.808
H -2.002 -2.963 -0.903
C -2.449 2.355 -0.176
H -3.468 2.613 -0.499
H -2.381 2.350 0.921
H -1.725 3.063 -0.600
C -3.439 -0.304 -0.158
H -3.328 -0.458 0.923
H -4.369 0.249 -0.350
H -3.480 -1.282 -0.656
C -0.870 -0.125 2.517
O -1.316 -0.092 3.600
H 0.571 1.093 1.018
C 3.898 2.067 3.329
Si 4.209 0.617 2.134
C 5.870 0.940 1.326
C 4.398 -0.928 3.237
C 2.815 0.523 0.851
C 1.565 0.639 0.565
H 4.596 2.055 4.185
H 2.872 2.021 3.720
H 4.026 3.031 2.811
H 6.648 1.007 2.107
H 6.122 0.131 0.628
H 5.843 1.885 0.766
H 3.424 -1.212 3.666
H 4.798 -1.777 2.658
H 5.100 -0.730 4.070
```

DFT total energy: -3118.71650 hartree
Kohn-Sham gap (spin up / spin down): 6.071 / 6.436 eV
charge: +1
multiplicity: 4
HOMO level (spin up / spin down): -10.343 / -10.367 eV

---

(2)
The following is a quantum chemistry calculation of a molecular structure, C39H40F3N2O6OsPS2 in a non-equilibrium geometry, from OMol25.

XYZ file:
```
94
C39H40F3N2O6OsPS2 ωB97M-V/def2-TZVPD
Os -0.341 -0.137 -0.364
S -2.540 -2.348 3.039
C -3.265 -0.813 2.675
C -4.245 -0.159 3.405
C -4.656 1.094 2.990
C -4.093 1.687 1.855
C -3.156 1.020 1.098
C -2.714 -0.251 1.492
N -1.790 -0.992 0.839
C -1.532 -2.235 1.472
C 0.680 -2.707 0.780
C 1.473 -3.839 0.882
C 2.394 -4.118 -0.114
C 2.480 -3.299 -1.231
C 1.660 -2.188 -1.342
C 0.764 -1.860 -0.330
H -4.689 -0.635 4.266
H -5.425 1.614 3.539
H -4.417 2.672 1.559
H -2.750 1.456 0.196
H 1.355 -4.473 1.747
H 3.026 -4.989 -0.030
H 3.188 -3.522 -2.014
H 1.719 -1.568 -2.225
F -3.365 -4.217 -1.128
C -2.871 -3.143 -0.555
F -2.027 -2.543 -1.434
F -3.868 -2.282 -0.336
C -2.039 -3.473 0.710
O -1.771 -4.593 1.007
O -0.195 -2.416 1.833
O 0.175 1.074 1.647
S 0.026 0.583 3.078
C 0.585 2.025 4.026
C 1.867 2.527 3.875
C 2.229 3.659 4.586
C 1.320 4.265 5.440
C 0.043 3.747 5.590
C -0.333 2.622 4.874
C 1.461 -0.459 3.382
C 1.537 -1.092 4.611
C 2.632 -1.892 4.883
C 3.627 -2.050 3.930
C 3.532 -1.420 2.700
C 2.437 -0.620 2.418
H 2.580 2.033 3.231
H 3.224 4.060 4.477
H 1.613 5.142 5.994
H -0.658 4.215 6.262
H -1.321 2.203 4.983
H 0.759 -0.955 5.346
H 2.708 -2.388 5.838
H 4.482 -2.669 4.147
H 4.310 -1.549 1.963
H 2.337 -0.130 1.457
N -1.712 0.786 -2.289
C -2.480 -0.192 -2.967
C -3.847 -0.304 -2.705
C -4.587 -1.269 -3.358
C -3.976 -2.125 -4.264
C -2.613 -2.019 -4.520
C -1.862 -1.057 -3.875
H -0.933 1.094 -2.870
H -2.296 1.579 -2.029
H -4.317 0.363 -1.994
H -5.643 -1.355 -3.162
H -4.559 -2.879 -4.766
H -2.140 -2.682 -5.228
H -0.801 -0.974 -4.062
C 0.067 4.341 0.272
C -0.066 3.264 -0.789
O 1.208 2.696 -1.097
P 1.392 1.117 -1.351
O 2.951 0.924 -1.246
C 4.038 1.520 -0.510
C 3.655 2.658 0.411
O 1.183 0.933 -2.937
C 2.188 1.285 -3.915
C 2.918 0.046 -4.394
H -0.894 4.836 0.394
H 0.813 5.072 -0.022
H 0.360 3.894 1.219
H -0.482 3.680 -1.712
H -0.732 2.474 -0.403
H 4.738 1.876 -1.272
H 4.512 0.701 0.039
H 3.453 3.563 -0.154
H 4.477 2.858 1.091
H 2.769 2.395 0.979
H 2.885 1.997 -3.473
H 1.654 1.763 -4.737
H 3.486 -0.405 -3.583
H 3.607 0.328 -5.183
H 2.217 -0.689 -4.781
```

DFT total energy: -3598.55787 hartree
Kohn-Sham gap (spin up / spin down): 7.985 / 4.933 eV
charge: +2
multiplicity: 5
HOMO level (spin up / spin down): -13.293 / -13.464 eV

---

(3)
The following is a quantum chemistry calculation of CHO3P3 in the gas phase in a non-equilibrium geometry, from OMol25.

XYZ file:
```
8
CHO3P3 ωB97M-V/def2-TZVPD
O 1.894 2.083 0.619
P 0.831 1.841 -0.370
C 0.021 0.292 0.007
P -1.830 0.526 -0.586
O -2.373 -0.764 -0.143
P 0.604 -1.441 -0.853
O 0.804 -2.352 0.257
H 0.049 -0.185 1.068
```

DFT total energy: -1288.45464 hartree
Kohn-Sham gap: 7.713 eV
structure (SMILES): O=PC(P=O)P=O
multiplicity: 1
HOMO level: -9.588 eV

---

(4)
The following is a quantum chemistry calculation of C2H4N2O in the gas phase in a non-equilibrium geometry, from OMol25.

XYZ file:
```
9
C2H4N2O ωB97M-V/def2-TZVPD
H 1.002 -0.478 2.384
N 0.477 -0.008 1.616
C 0.583 -0.628 0.491
N -0.094 -0.214 -0.629
C -0.772 0.945 -0.829
O -1.108 1.307 -1.954
H 1.025 -1.608 0.314
H -0.059 -0.743 -1.510
H -1.055 1.426 0.118
```

DFT total energy: -263.35340 hartree
Kohn-Sham gap: 10.784 eV
structure (SMILES): [H]/N=C/NC=O
multiplicity: 1
HOMO level: -10.069 eV

---

(5)
The following is a quantum chemistry calculation of 7 unconnected molecules or ions with the total composition C28H45N2O23P in a non-equilibrium geometry, from OMol25.

XYZ file:
```
99
C28H45N2O23P ωB97M-V/def2-TZVPD
C -1.021 3.476 -3.983
O -0.390 3.504 -2.706
C -1.321 3.536 -1.644
C -2.131 2.247 -1.603
C -3.180 2.083 -0.453
O -3.801 2.909 0.045
O -3.262 0.753 -0.088
C -2.605 0.053 -1.163
P -2.460 -1.788 -1.098
N -1.049 -2.339 -0.750
O -2.929 -2.404 -2.531
O -3.543 -2.292 0.011
C -1.359 0.903 -1.374
C -0.513 1.012 -0.088
C 1.012 1.026 -0.379
C 1.726 0.601 0.943
C 2.955 1.480 1.310
N 4.240 0.827 1.052
H -2.087 3.757 -3.959
H -0.520 4.145 -4.694
H -0.969 2.432 -4.361
H -1.997 4.390 -1.834
H -0.800 3.768 -0.710
H -2.791 2.188 -2.486
H -3.271 0.260 -2.029
H -0.414 -1.551 -0.629
H -3.076 -1.712 -3.194
H -4.261 -2.708 -0.499
H -0.793 0.792 -2.307
H -0.675 0.114 0.525
H -0.760 1.883 0.532
H 1.332 2.016 -0.727
H 1.243 0.305 -1.177
H 0.994 0.735 1.754
H 1.958 -0.464 0.879
H 2.910 2.487 0.881
H 2.923 1.624 2.400
H 4.482 0.867 0.070
H 4.202 -0.131 1.372
O -0.580 0.793 -5.041
C 0.078 0.862 -6.034
O 0.100 -0.081 -7.006
C 0.817 0.461 -8.118
C 1.679 1.514 -7.468
O 0.900 1.894 -6.332
H 1.397 -0.310 -8.619
H 0.101 0.883 -8.827
H 2.636 1.119 -7.123
H 1.862 2.368 -8.116
O 3.690 -1.217 -1.276
C 3.221 -2.203 -1.742
O 3.148 -3.400 -1.099
C 2.316 -4.262 -1.884
C 2.435 -3.664 -3.263
O 2.684 -2.286 -2.986
H 2.671 -5.290 -1.839
H 1.297 -4.220 -1.494
H 3.279 -4.070 -3.825
H 1.528 -3.783 -3.852
O 2.491 -0.573 3.723
C 1.639 -1.407 3.751
O 0.871 -1.766 2.692
C 0.141 -2.941 3.071
C 0.117 -2.846 4.573
O 1.315 -2.120 4.857
H -0.857 -2.941 2.636
H 0.680 -3.815 2.715
H -0.738 -2.276 4.944
H 0.129 -3.820 5.057
O 2.151 -6.405 3.704
C 2.969 -5.759 3.134
O 4.299 -6.030 3.123
C 4.909 -5.171 2.154
C 3.936 -4.023 2.076
O 2.693 -4.643 2.406
H 5.900 -4.861 2.476
H 4.995 -5.713 1.209
H 4.152 -3.241 2.809
H 3.891 -3.576 1.087
O 3.774 5.069 5.661
C 2.928 4.237 5.693
O 2.161 3.875 4.630
C 1.433 2.704 5.001
C 1.399 2.798 6.506
O 2.595 3.519 6.800
H 0.439 2.709 4.557
H 1.975 1.823 4.648
H 0.543 3.370 6.872
H 1.404 1.822 6.988
O -9.541 3.836 2.688
C -8.751 3.294 1.987
O -8.336 2.007 2.146
C -7.574 1.653 0.991
C -7.104 2.992 0.483
O -8.140 3.875 0.922
H -6.751 0.992 1.256
H -8.228 1.139 0.282
H -6.160 3.301 0.931
H -7.006 3.019 -0.601
```

DFT total energy: -3275.37846 hartree
Kohn-Sham gap: 7.971 eV
structure (SMILES): COC[C@@H]1C(=O)O[C@H](P(=N)(O)O)[C@@H]1CCCCN.O=C1OCCO1.O=C1OCCO1.O=C1OCCO1.O=C1OCCO1.O=C1OCCO1.O=C1OCCO1
multiplicity: 1
HOMO level: -8.175 eV

---

(6)
The following is a quantum chemistry calculation of a gas-phase ion, C6H14N3 (charge +1) in a non-equilibrium geometry, from OMol25.

XYZ file:
```
23
C6H14N3 ωB97M-V/def2-TZVPD
C 2.252 0.212 0.921
C 0.816 -0.188 0.717
N 0.087 1.105 -0.365
C -0.402 2.190 0.472
N -1.003 0.277 -0.816
C -2.087 0.977 -1.469
C -0.747 -1.003 -0.729
N 0.303 -1.382 -0.037
C 0.585 -2.791 0.229
H 2.434 0.882 1.837
H 2.651 0.767 0.167
H 2.680 -0.756 1.046
H 0.156 -0.015 1.664
H -0.623 3.020 -0.125
H -1.309 1.916 1.035
H 0.486 2.493 1.159
H -1.621 1.448 -2.336
H -2.853 0.152 -1.831
H -2.560 1.718 -0.839
H -1.319 -1.650 -1.309
H 1.194 -3.076 -0.633
H -0.214 -3.437 0.102
H 1.093 -2.858 1.138
```

DFT total energy: -400.92833 hartree
Kohn-Sham gap: 9.679 eV
charge: +1
structure (SMILES): C[C@H]1N(C)N(C)C=[N+]1C
multiplicity: 1
HOMO level: -12.869 eV